Entry 1:
C14H29N2O8STi | ωB97M-V with the def2-TZVPD basis set

Values from the calculation:
E_tot   -2509.0509 hartree
F_max   0.0083 hartree/bohr
HOMO energy   -18.62 eV
Net charge   +3
Relative energy (zero: lowest compared OMol25 entry of this formula, charge and spin)   0.0 kcal/mol
LUMO level   -10.79 eV
Frontier orbital gap   7.84 eV

Each line ends with the Mulliken charge.
CARTESIAN COORDINATES (ANGSTROEM)
Ti: 0.17 -0.07 -0.34  -0.61
C: 3.14 -0.82 -0.82  -0.83
C: 3.24 0.27 0.20  -0.45
O: 1.98 0.99 0.15  0.19
C: 2.05 2.45 0.15  -0.55
C: 1.22 2.90 -1.00  -0.77
O: -0.01 2.16 -0.87  0.20
C: -1.01 2.60 -1.81  -0.85
C: -2.03 1.48 -1.90  -0.64
O: -1.90 0.63 -0.73  0.04
C: -2.66 1.04 0.44  -0.80
C: -1.73 1.76 1.37  -0.58
O: -0.52 0.96 1.41  0.10
C: 0.18 0.85 2.69  -0.42
C: 0.52 -0.60 2.85  -0.97
O: 1.01 -1.00 1.55  0.42
C: 1.70 -2.28 1.55  -0.88
C: 1.80 -2.67 0.09  -0.62
O: 1.83 -1.45 -0.69  -0.17
H: 3.91 -1.58 -0.68  0.60
H: 3.19 -0.44 -1.84  0.27
H: 4.06 0.95 -0.05  0.81
H: 3.38 -0.08 1.22  0.13
H: 3.09 2.76 0.06  0.66
H: 1.66 2.80 1.10  0.15
H: 1.67 2.67 -1.97  0.33
H: 1.01 3.97 -0.94  0.56
H: -0.55 2.79 -2.78  0.35
H: -1.43 3.54 -1.43  0.44
H: -1.86 0.84 -2.76  0.26
H: -3.05 1.85 -1.95  0.66
H: -3.04 0.12 0.88  0.16
H: -3.49 1.67 0.12  0.59
H: -2.15 1.81 2.38  0.82
H: -1.46 2.77 1.04  0.15
H: -0.47 1.21 3.48  0.73
H: 1.07 1.48 2.63  0.07
H: -0.34 -1.21 3.11  0.29
H: 1.31 -0.74 3.59  0.58
H: 1.12 -3.01 2.12  0.37
H: 2.66 -2.12 2.04  0.49
H: 0.93 -3.22 -0.26  0.36
H: 2.71 -3.25 -0.12  0.51
N: -3.35 -3.54 0.49  -0.38
C: -2.68 -2.60 -0.16  0.72
N: -3.08 -2.20 -1.34  -0.27
S: -1.30 -1.96 0.71  0.00
H: -4.18 -3.97 0.11  0.23
H: -3.06 -3.83 1.41  0.23
H: -3.86 -2.63 -1.81  0.26
H: -2.46 -1.61 -1.88  0.14
O: 0.94 0.32 -2.30  -0.29
C: 0.28 -0.63 -2.77  0.18
O: -0.49 -1.20 -1.93  -0.38
H: 0.35 -0.96 -3.81  0.42

***

Entry 2:
C14H29N3O6PS | ωB97M-V with the def2-TZVPD basis set

Values from the calculation:
E_tot   -1905.7969 hartree
F_max   0.0866 hartree/bohr
HOMO energy   -11.43 eV
Net charge   +1
LUMO level   -3.07 eV
Frontier orbital gap   8.36 eV

Each line ends with the Mulliken charge.
CARTESIAN COORDINATES (ANGSTROEM)
C: 3.36 -2.11 1.24  -1.02
C: 3.10 -1.15 0.01  0.00
C: 1.90 -0.14 0.21  -0.76
N: 0.70 -0.85 0.78  -0.11
C: -0.46 -0.71 -0.05  0.04
N: -0.46 -0.72 -1.44  0.06
C: -1.83 -0.51 -1.88  -0.31
C: -2.59 -0.37 -0.65  0.11
P: -4.43 -0.03 -0.51  0.07
C: -4.51 1.73 0.22  -0.81
C: -5.29 -1.23 0.65  -0.86
N: -1.71 -0.51 0.51  -0.06
S: -2.19 -0.38 2.16  -0.11
H: 4.04 -1.63 2.01  0.30
H: 3.91 -3.03 0.88  0.26
H: 2.42 -2.47 1.74  0.29
H: 2.94 -1.77 -0.92  -0.10
H: 4.06 -0.56 -0.14  0.37
H: 2.21 0.66 0.97  0.35
H: 1.70 0.42 -0.75  0.39
H: 0.45 -0.32 1.63  0.30
H: 0.36 -0.83 -2.05  0.27
H: -2.21 -0.42 -2.94  0.43
H: -5.40 1.87 0.90  0.38
H: -4.47 2.43 -0.66  0.31
H: -3.59 1.86 0.86  0.13
H: -5.81 -2.09 0.12  0.31
H: -4.64 -1.70 1.44  0.22
H: -6.10 -0.66 1.20  0.32
H: -2.17 -1.65 2.71  0.22
C: 3.16 -4.39 -3.07  -0.69
O: 4.24 -4.35 -2.14  -0.24
C: 5.39 -4.89 -2.59  0.73
O: 5.55 -5.37 -3.68  -0.53
O: 6.30 -4.79 -1.63  -0.30
C: 7.58 -5.32 -1.98  -0.64
H: 2.30 -3.93 -2.59  0.13
H: 3.41 -3.82 -3.97  0.35
H: 2.91 -5.42 -3.33  0.36
H: 8.00 -4.79 -2.83  0.30
H: 7.51 -6.39 -2.19  0.30
H: 8.24 -5.19 -1.12  0.22
C: -3.50 4.59 3.45  -0.69
O: -3.66 5.07 2.12  -0.25
C: -3.16 6.30 1.91  0.74
O: -2.61 6.98 2.73  -0.52
O: -3.37 6.62 0.62  -0.31
C: -2.88 7.91 0.26  -0.63
H: -3.94 3.60 3.50  0.19
H: -2.44 4.52 3.71  0.33
H: -4.03 5.24 4.16  0.33
H: -1.80 7.97 0.39  0.29
H: -3.38 8.69 0.83  0.30
H: -3.11 8.06 -0.80  0.22

***

Entry 3:
C14H30CeNO2PSi | ωB97M-V with the def2-TZVPD basis set

Values from the calculation:
E_tot   -1862.5525 hartree
F_max   0.0643 hartree/bohr
HOMO energy   -6.44 eV
LUMO level   -0.25 eV
Frontier orbital gap   6.19 eV

Each line ends with the Mulliken charge.
CARTESIAN COORDINATES (ANGSTROEM)
Ce: 0.13 0.32 0.93  0.22
Si: -2.12 -1.10 0.04  0.60
P: 0.26 -1.30 -1.73  0.87
N: -0.04 2.00 -0.25  -0.23
H: 1.63 -1.72 3.40  0.14
C: 1.87 -1.46 -2.62  -1.40
H: 1.73 -2.04 -3.54  0.40
H: 2.61 -1.99 -2.00  0.33
H: 2.28 -0.48 -2.90  0.35
C: -0.22 -3.06 -1.95  -1.26
H: -0.02 -3.35 -2.99  0.41
H: -1.29 -3.21 -1.73  0.37
H: 0.38 -3.70 -1.27  0.28
C: -0.65 -0.60 -3.18  -1.26
H: -0.51 -1.27 -4.03  0.39
H: -0.23 0.39 -3.42  0.34
H: -1.71 -0.51 -2.93  0.36
C: -2.35 -2.47 1.41  -1.11
H: -1.73 -2.26 2.30  0.24
H: -2.03 -3.45 1.03  0.28
H: -3.38 -2.60 1.77  0.38
H: -2.63 0.21 0.57  -0.24
H: -3.07 -1.42 -1.04  -0.20
C: -0.51 3.07 -0.94  0.12
C: -0.18 5.19 -2.10  -0.41
C: 0.34 4.14 -1.36  -0.33
C: -1.91 3.11 -1.28  -0.04
C: -2.41 4.17 -2.03  -0.55
C: -1.55 5.22 -2.42  -0.39
H: 0.48 6.00 -2.45  0.33
H: 1.40 4.08 -1.10  0.35
H: -2.55 2.28 -0.96  0.21
H: -3.47 4.18 -2.32  0.34
H: -1.96 6.07 -2.97  0.33
C: 2.08 -2.03 2.43  0.76
O: 1.64 -1.07 1.46  -0.37
C: 3.60 -2.08 2.53  -1.43
H: 3.91 -2.99 3.06  0.40
H: 4.00 -1.24 3.10  0.32
H: 4.07 -2.09 1.54  0.31
C: 1.59 -3.43 2.10  -1.17
H: 2.09 -3.79 1.20  0.24
H: 0.50 -3.51 1.97  0.15
H: 1.89 -4.09 2.92  0.45
C: -0.13 2.63 3.67  -0.70
O: -0.54 1.41 3.04  -0.34
H: 0.96 2.67 3.61  0.24
H: -0.44 2.64 4.72  0.35
H: -0.56 3.48 3.14  0.28
H: -1.26 1.02 3.57  0.28

***

Entry 4:
C14H30F6KN3O5P | ωB97M-V with the def2-TZVPD basis set

Values from the calculation:
E_tot   -2632.5263 hartree
F_max   0.0444 hartree/bohr
HOMO energy   -3.86 eV
Net charge   -1
Relative energy (zero: lowest compared OMol25 entry of this formula, charge and spin)   0.0 kcal/mol
LUMO level   1.94 eV
Frontier orbital gap   5.80 eV

Each line ends with the Mulliken charge.
CARTESIAN COORDINATES (ANGSTROEM)
K: 0.18 0.88 1.75  1.03
C: -2.96 1.53 2.87  -0.14
O: -2.65 0.29 2.18  -0.02
O: -1.86 2.07 3.23  -0.89
C: -3.81 2.42 1.92  0.84
F: -3.66 2.11 0.61  -0.28
F: -5.13 2.33 2.18  -0.32
F: -3.52 3.72 2.00  -0.29
C: -3.57 -0.78 2.27  -0.53
C: -2.82 -2.08 2.04  -0.66
H: -2.35 -2.12 1.06  0.09
H: -2.09 -2.24 2.84  0.04
H: -3.52 -2.93 2.08  0.43
H: -4.30 -0.65 1.45  0.24
H: -4.19 -0.78 3.17  0.37
H: -3.60 1.31 3.75  0.17
C: 1.75 -1.13 4.54  -0.21
O: 1.60 -1.25 3.08  0.04
O: 1.58 0.11 4.80  -0.84
C: 0.79 -2.11 5.24  0.74
F: 1.23 -3.39 5.26  -0.30
F: 0.58 -1.75 6.51  -0.29
F: -0.44 -2.10 4.68  -0.23
C: 2.08 -2.41 2.43  -0.36
C: 1.61 -2.31 0.97  -0.41
H: 1.59 -1.24 0.74  -0.15
H: 2.24 -2.88 0.29  0.32
H: 0.57 -2.62 0.94  0.13
H: 1.65 -3.31 2.89  0.28
H: 3.17 -2.35 2.40  0.23
H: 2.80 -1.45 4.79  0.07
O: 1.07 0.91 -0.71  -0.76
P: 1.01 0.85 -2.18  0.21
N: 2.34 1.50 -2.92  0.27
C: 3.04 2.59 -2.27  -0.96
C: 2.61 1.29 -4.32  -0.98
N: -0.35 1.61 -2.75  0.43
C: -0.77 2.82 -2.06  -1.08
C: -1.00 1.37 -4.03  -1.11
N: 0.86 -0.66 -2.84  0.33
C: 2.05 -1.50 -2.96  -0.89
C: -0.33 -1.40 -2.49  -1.08
H: 2.37 3.09 -1.57  0.28
H: 3.30 3.34 -3.02  0.33
H: 3.96 2.27 -1.77  0.30
H: 2.90 2.24 -4.78  0.35
H: 1.75 0.89 -4.86  0.28
H: 3.45 0.60 -4.49  0.30
H: -0.25 2.97 -1.13  0.29
H: -0.68 3.71 -2.71  0.23
H: -1.85 2.76 -1.87  0.37
H: -1.01 2.27 -4.65  0.32
H: -0.47 0.59 -4.58  0.37
H: -2.02 1.01 -3.86  0.30
H: 2.94 -0.88 -2.99  0.39
H: 2.17 -2.15 -2.10  0.13
H: 1.99 -2.07 -3.89  0.30
H: -1.13 -0.79 -2.06  0.34
H: -0.12 -2.19 -1.76  0.34
H: -0.77 -1.91 -3.37  0.31

***

Entry 5:
C14H30NO3P2Pb | ωB97M-V with the def2-TZVPD basis set

Values from the calculation:
E_tot   -1706.3067 hartree
F_max   0.0772 hartree/bohr
HOMO energy (alpha / beta)   -17.70 / -17.77 eV
Net charge   +3
Relative energy (zero: lowest compared OMol25 entry of this formula, charge and spin)   38.3 kcal/mol
LUMO level (alpha / beta)   -12.70 / -12.30 eV
Frontier orbital gap (alpha / beta)   5.00 / 5.47 eV

Each line ends with the Mulliken charge.
CARTESIAN COORDINATES (ANGSTROEM)
Pb: 0.19 0.95 0.90  0.75
P: 2.50 -0.69 0.44  0.59
C: 2.44 -1.20 -1.26  -0.56
C: 1.21 -1.17 -1.99  0.27
N: 0.08 -0.46 -1.56  0.18
C: -1.13 -0.93 -1.94  0.50
C: -1.29 -1.95 -2.87  -0.77
C: -0.17 -2.37 -3.57  -0.57
C: 1.07 -1.87 -3.22  -0.65
C: -2.39 -0.46 -1.24  -0.96
P: -2.29 1.21 -0.49  0.40
H: 1.96 -2.21 -3.73  0.51
H: -2.29 -2.33 -3.06  0.52
H: -0.28 -3.16 -4.31  0.47
H: -3.24 -0.46 -1.94  0.68
H: -2.66 -1.16 -0.43  0.47
H: 3.22 2.75 -3.68  0.33
H: 3.24 -0.73 -1.86  0.46
H: 0.10 3.34 -2.53  0.47
O: 3.15 3.22 -2.80  -0.62
H: 3.97 3.24 -2.29  0.32
H: -0.11 2.48 -1.05  0.23
O: -0.05 3.51 -1.55  -0.42
H: 0.64 4.12 -1.10  0.46
C: -2.62 2.23 -1.94  -1.33
H: -3.53 1.88 -2.42  0.48
H: -2.77 3.27 -1.64  0.45
H: -1.82 2.16 -2.68  0.36
C: -3.95 1.28 0.33  -1.12
H: -4.17 2.33 0.60  0.44
H: -4.75 0.90 -0.33  0.41
H: -3.93 0.68 1.26  0.39
C: 2.09 -2.30 1.24  -0.80
H: 3.01 -2.91 1.24  0.44
H: 1.64 -2.24 2.25  0.06
H: 1.35 -2.77 0.56  0.34
C: 4.19 -0.13 0.87  -1.09
H: 4.28 0.14 1.93  0.41
H: 4.93 -0.90 0.65  0.43
H: 4.44 0.77 0.29  0.37
C: 0.26 0.25 4.30  -1.40
C: -0.34 -0.91 3.57  0.95
C: -1.56 -1.55 4.29  -1.44
O: -0.61 -0.61 2.22  -0.53
H: -0.45 1.08 4.37  0.33
H: 1.15 0.60 3.80  0.29
H: 0.55 -0.03 5.31  0.44
H: 0.39 -1.73 3.59  -0.02
H: -2.39 -0.84 4.46  0.34
H: -1.97 -2.41 3.73  0.37
H: -1.27 -1.94 5.28  0.40

***

Entry 6:
C14H31BBr8NO3 | ωB97M-V with the def2-TZVPD basis set

Values from the calculation:
E_tot   -21449.5265 hartree
F_max   0.0436 hartree/bohr
HOMO energy   -3.63 eV
Net charge   -1
LUMO level   1.75 eV
Frontier orbital gap   5.38 eV

Each line ends with the Mulliken charge.
CARTESIAN COORDINATES (ANGSTROEM)
C: 0.65 -0.93 -0.42  -0.56
N: 0.85 0.50 -0.68  -0.17
C: -0.18 0.99 -1.62  -0.71
B: -1.27 2.01 -0.95  1.42
C: -0.57 3.51 -0.85  -0.03
O: 0.69 3.56 -0.12  -0.35
C: 0.56 4.12 1.15  -0.76
O: -1.82 1.43 0.30  -0.66
C: -3.22 1.42 0.27  -0.47
C: -3.49 2.56 -0.81  -0.43
O: -2.51 2.26 -1.75  -0.70
H: 1.47 -1.35 0.18  0.35
H: -0.32 -1.17 0.04  -0.12
H: 0.69 -1.43 -1.40  0.36
H: 0.75 0.95 0.22  0.15
H: 0.34 1.47 -2.47  -0.07
H: -0.75 0.15 -2.07  0.37
H: -0.33 3.79 -1.89  -0.49
H: -1.29 4.27 -0.50  0.18
H: 0.89 3.36 1.88  0.23
H: -0.47 4.38 1.42  0.33
H: 1.16 5.03 1.27  0.24
H: -3.72 0.51 -0.09  0.22
H: -3.50 1.67 1.30  0.30
H: -4.48 2.48 -1.27  0.34
H: -3.31 3.47 -0.22  0.13
Br: 1.11 -4.25 1.09  -0.12
C: -0.42 -4.45 2.28  -0.51
C: -1.73 -4.45 1.54  -0.53
Br: -2.24 -2.66 0.97  -0.13
H: -0.35 -3.66 3.02  0.33
H: -0.27 -5.41 2.78  0.23
H: -2.53 -4.79 2.19  0.32
H: -1.71 -5.07 0.64  0.37
Br: 1.98 -6.11 5.73  -0.12
C: 0.47 -6.33 6.94  -0.57
C: -0.84 -6.32 6.19  -0.60
Br: -1.34 -4.51 5.66  -0.12
H: 0.54 -5.54 7.68  0.37
H: 0.62 -7.30 7.42  0.33
H: -1.65 -6.66 6.83  0.35
H: -0.81 -6.92 5.29  0.36
Br: 0.88 4.38 -4.41  -0.13
C: -0.33 5.87 -4.74  -0.66
C: 0.31 7.18 -4.36  -0.56
Br: 0.34 7.44 -2.44  -0.13
H: -1.24 5.66 -4.18  0.38
H: -0.54 5.84 -5.80  0.37
H: -0.27 8.01 -4.76  0.33
H: 1.33 7.27 -4.71  0.35
Br: 5.73 -2.36 -4.10  -0.20
C: 3.97 -1.80 -3.46  -0.60
C: 3.83 -1.99 -1.97  -0.03
Br: 3.56 -3.87 -1.51  -0.16
H: 3.24 -2.36 -4.03  0.39
H: 3.89 -0.75 -3.71  0.38
H: 2.95 -1.47 -1.60  -0.22
H: 4.70 -1.65 -1.42  0.43